# 1
The following is a DFT calculation (the ωB97M-V functional and the def2-TZVPD basis) of a gas-phase ion, C5H10N3O (charge +1) at a distorted geometry.

## Properties
energy = -435.7596 Ha
orbital gap = 9.59 eV
ΔE to the lowest compared entry with this formula, charge and spin = 111.69 kJ/mol
SMILES = C[C@]1(O)NC=CC(=[NH2+])N1

```
! RIJCOSX wB97M-V def2-TZVPD def2/J DEFGRID3
* xyz 1 1
C 2.00188 0.82158 -0.71220
C 0.91645 -0.02483 -0.04950
O 1.36053 -0.04537 1.61982
N 0.77537 -1.38952 -0.34815
C -0.43195 -1.87581 0.13603
C -1.59797 -1.19672 0.42023
C -1.49104 0.31224 0.17421
N -2.51645 1.11951 0.24346
N -0.28874 0.69408 -0.23692
H 1.93396 1.92749 -0.43656
H 1.71850 0.71188 -1.73060
H 3.03774 0.39374 -0.57840
H 0.98092 0.77150 1.90843
H 1.68764 -1.79096 -0.00940
H -0.46036 -2.99983 0.23232
H -2.48974 -1.65118 0.86709
H -3.40504 0.68361 0.47094
H -2.61112 2.06151 -0.14119
H -0.14809 1.75417 -0.23350
*
```

---

# 2
The following is a DFT calculation (the ωB97M-V functional and the def2-TZVPD basis) of a gas-phase ion, C5H10N3O2 (charge +1) at a distorted geometry.

## Properties
energy = -510.7318 Ha
orbital gap = 7.80 eV
ΔE to the lowest compared entry with this formula, charge and spin = 814.21 kJ/mol

```
! RIJCOSX wB97M-V def2-TZVPD def2/J DEFGRID3
* xyz 1 1
C -0.57821 0.39000 -0.14124
C -1.66786 1.16127 -0.23512
C 1.10179 -0.79705 1.25421
C 1.27485 -0.77270 -1.31913
C 0.82418 -0.05133 -0.01574
N -3.09995 -0.62733 0.11002
N -2.09144 -1.38871 0.11181
N -1.80712 2.51615 -0.14940
O -2.21246 -2.53390 0.29077
O -2.94660 0.69190 -0.19902
H 0.54965 -0.55653 2.10356
H 2.15915 -0.55115 1.47332
H 0.99382 -1.75971 1.12416
H 2.41785 -0.60662 -1.52874
H 0.74476 -0.25702 -2.18376
H 1.26992 -1.86317 -1.34188
H 1.43952 0.85287 0.00734
H -4.10950 -0.83594 0.23834
H -1.13982 3.25592 -0.35135
H -2.66208 2.87592 0.31698
*
```